# C52H43IrN7O5

C52H43IrN7O5 as an isolated structure in a non-equilibrium geometry (the ωB97M-V functional and the def2-TZVPD basis, OMol25).

Each line ends with the Löwdin spin population.
Geometry (Å):
Ir -0.22 -0.14 0.35  1.457
O -2.27 0.80 2.68  0.004
O 4.42 -0.50 -7.06  0.011
O 2.19 -7.28 2.50  0.078
O 4.96 5.11 5.39  0.005
O -8.22 -0.53 -3.54  0.226
N -1.33 4.02 1.73  0.007
N 0.54 -0.43 2.14  0.100
N 1.37 1.01 -0.11  0.091
N -1.19 1.92 0.97  0.136
N -0.82 -0.07 -1.52  0.092
N -0.25 3.64 -0.31  0.001
N -1.75 -1.39 0.75  0.061
C -0.05 -3.79 2.73  0.047
C 0.24 -0.82 4.34  0.050
C 1.24 -3.92 3.31  0.091
C 1.72 -8.45 1.84  0.003
C 2.82 2.45 3.03  0.008
C 1.95 -5.08 3.23  -0.009
C -1.87 1.82 2.17  0.006
C -8.65 -1.37 -4.60  0.012
C 4.22 2.95 4.94  -0.003
C -4.89 -1.84 -2.77  0.047
C 3.52 2.05 4.18  0.008
C 1.19 0.59 2.84  0.040
C -5.39 0.08 -1.41  0.012
C 2.89 3.80 2.67  0.010
C 3.71 1.04 -5.47  -0.001
C 1.40 -6.21 2.59  0.122
C 0.95 0.37 4.22  0.112
C 0.09 -6.14 2.10  0.004
C -7.02 -0.73 -3.00  0.169
C -4.49 -0.92 -1.81  0.228
C 2.02 -0.82 -4.32  0.024
C -6.14 -1.76 -3.35  0.110
C 2.10 0.47 -3.77  0.021
C -0.90 3.21 0.76  0.016
C 2.04 1.53 2.21  0.078
C -0.06 0.33 -2.58  -0.006
C -0.65 -2.53 2.59  0.365
C 3.65 -0.26 -6.00  0.018
C 1.33 0.70 -2.53  0.213
C 3.37 2.08 0.12  -0.039
C 0.03 -1.30 3.04  0.153
C 2.21 1.57 0.81  0.045
C 4.37 -1.78 -7.67  0.001
C 2.79 -1.19 -5.41  -0.002
C 2.95 1.39 -4.38  0.017
C -3.80 -2.41 0.71  0.046
C -3.13 -0.90 -1.21  0.065
C -1.12 5.46 1.80  0.002
C -2.15 -0.01 -3.37  -0.001
C -6.63 0.17 -2.00  0.119
C -2.01 3.24 2.74  0.005
C -0.89 0.36 -3.75  0.041
C 5.13 6.47 5.02  0.000
C -1.80 -2.29 1.74  0.135
C 3.58 4.72 3.44  0.002
C -2.10 -0.32 -1.98  0.064
C 3.22 1.79 -1.20  0.024
C -3.10 -2.94 1.74  0.047
C -2.93 -1.46 0.05  0.072
C 4.25 4.30 4.59  0.008
C 1.94 1.14 -1.35  -0.030
C -0.62 -4.97 2.17  0.121
H 3.91 2.01 -1.99  0.002
H 3.54 1.00 4.44  0.001
H -6.44 -2.50 -4.09  0.004
H 1.23 1.03 5.02  0.005
H -3.02 -0.08 -4.00  0.001
H -3.43 -3.66 2.46  0.000
H 4.73 -2.56 -6.99  0.000
H -1.64 5.98 1.00  0.000
H 2.58 -9.10 1.73  0.000
H 2.73 -2.20 -5.78  0.000
H -1.53 3.31 3.71  0.000
H 5.55 6.55 4.01  0.000
H 3.58 5.76 3.15  0.000
H 0.97 -8.96 2.45  0.001
H -0.37 -7.02 1.68  -0.003
H -7.94 -1.35 -5.43  0.005
H -0.06 5.70 1.76  0.000
H 2.99 2.41 -4.02  0.000
H 2.38 4.13 1.77  0.001
H 0.04 2.97 -1.01  0.000
H -3.06 3.52 2.84  0.000
H -4.81 -2.64 0.40  0.004
H 1.68 -3.06 3.80  0.005
H -1.51 5.82 2.75  0.000
H 4.36 1.75 -5.96  0.000
H -7.34 0.94 -1.71  0.003
H 1.37 -1.56 -3.87  0.000
H -0.09 -1.29 5.25  0.000
H -0.57 0.65 -4.74  0.002
H -1.62 -4.94 1.77  0.007
H 1.31 -8.22 0.86  0.001
H -5.10 0.78 -0.64  -0.003
H 4.79 2.63 5.80  0.000
H -9.60 -0.97 -4.93  0.000
H -8.79 -2.40 -4.26  0.006
H 5.83 6.89 5.74  0.000
H -0.11 4.62 -0.48  0.000
H 3.35 -2.03 -7.99  0.000
H 4.22 2.55 0.58  -0.002
H 5.02 -1.73 -8.53  0.000
H -4.22 -2.64 -3.06  -0.001
H 2.95 -5.16 3.65  -0.003
H 4.19 7.02 5.07  0.000

Properties
- 2S+1 = 6
- Kohn-Sham gap (alpha / beta) (eV) = 4.54 / 2.57
- HOMO energy (alpha / beta) (eV) = -9.9849 / -11.5925
- E_tot (eV) = -78113.1026
- <S²> = 8.930
- net charge = +2